ORCA calculation (ωB97M-V with the def2-TZVPD basis set) on a structure of composition C23H41HoNO2P2 at a distorted geometry.

```
70
Properties=species:S:1:pos:R:3:forces:R:3
C -2.2940 0.1667 -1.5763 -1.01 0.70 -0.76
H 1.6308 1.3340 -0.9748 -0.62 -0.44 0.03
H 1.1562 -1.0647 -5.1388 -0.02 -0.25 0.05
H -1.2166 3.9689 -3.8191 0.23 -0.08 -0.15
P 1.9425 -0.2902 -2.9890 1.35 0.67 -1.66
H -3.1257 -0.3626 -2.0838 0.40 0.28 0.31
C -0.2762 2.2521 -0.6928 0.03 0.96 0.57
C -2.4000 1.6424 0.5560 0.78 0.86 0.49
H -1.1556 -1.4585 -2.4999 0.04 0.14 0.73
Ho 2.0997 -0.8996 1.9722 -1.69 -0.24 1.34
H 0.8331 -1.1369 -1.1682 -0.84 0.89 -0.49
O 2.7690 1.0436 2.6113 -1.77 0.26 -0.43
H -2.4574 0.8289 3.9929 -0.04 -0.21 -0.11
H -1.3152 -2.4929 0.8057 -0.26 -0.13 0.34
C 1.1643 -1.4928 -4.1317 0.33 -0.49 0.09
H 4.0549 -1.3168 -3.5627 0.13 0.27 -0.05
H -1.1480 3.2844 1.0216 -0.55 -0.14 -0.31
C 0.6180 1.0014 -0.6400 0.27 0.05 -0.28
C -2.6301 0.2966 -0.0621 -0.63 -0.31 -0.39
C -1.3069 0.8388 -4.7546 0.19 0.19 -0.51
H 1.5138 1.0069 -4.9844 0.30 0.14 0.19
H -1.0721 -0.2274 -4.7839 -0.03 0.20 0.01
H 3.1421 -0.9979 4.3162 0.04 -0.15 0.31
C -1.3181 2.4207 0.3698 -0.59 -0.32 0.41
H -3.1547 1.9985 1.2724 0.43 -0.35 -0.14
C -0.0689 0.5838 5.4282 -0.08 0.67 0.47
H -2.7150 -2.2704 1.8897 0.38 -0.19 -0.11
H 3.5106 -0.0797 -4.7580 0.55 -0.15 0.09
N 1.4157 1.2087 2.3760 -0.10 3.58 1.36
H 1.8077 -2.3790 -4.1214 -0.19 -0.02 -0.18
H 2.1373 2.0642 -3.6888 -0.33 -0.28 0.03
C 1.2711 -3.5335 2.6668 -0.42 -0.47 0.08
H -0.4519 3.3751 -5.3251 0.11 0.46 0.04
C -1.1715 -0.8438 3.6224 0.93 -0.14 0.15
H 0.7657 0.7704 0.4305 -0.29 -0.25 -0.23
C -1.6817 -2.6463 1.8386 -0.51 -0.50 -0.54
H 0.3629 1.5134 5.0262 0.02 -0.15 0.19
H -3.0093 -0.2325 2.6964 0.10 0.01 0.27
H 0.1533 -1.7956 -3.8509 0.28 0.08 -0.10
H 0.7657 -3.9700 1.7892 0.35 0.14 0.21
C -0.3435 3.4505 -4.2379 -0.02 0.12 -0.58
H -1.1007 0.8306 5.7239 0.42 -0.12 -0.01
C -0.0678 -0.4961 4.4290 -0.12 -1.00 -0.75
H 0.4215 3.1129 -0.5952 -0.45 -0.37 -0.20
H -2.2564 1.1631 -2.0373 -0.35 -0.05 0.18
C 0.4928 -2.3682 3.1949 0.14 0.64 -0.68
C 1.4318 1.2433 -3.9092 0.30 -0.01 -0.52
C -1.0469 -0.5376 -1.9101 1.84 -0.73 0.88
H -3.1689 -0.7466 4.3889 0.19 0.17 -0.23
H 2.3379 -3.2899 2.3813 -0.16 -0.28 0.01
H -2.0676 -0.4738 0.5129 -0.45 0.46 -0.38
H -1.7163 -3.7338 2.0185 -0.03 0.33 -0.06
C 3.6210 -0.3185 -3.6910 0.17 -0.02 -0.70
H 0.4865 0.2999 6.3317 -0.10 0.18 -0.17
O 0.8960 2.2949 2.5832 1.99 -3.53 -0.54
H -1.1414 1.2834 -5.7405 -0.24 -0.32 -0.15
C 0.9916 -1.4338 4.1660 -0.40 0.42 -0.47
H 2.6194 -2.5865 5.0178 0.00 0.43 -0.24
P -0.2658 1.7642 -3.5712 -0.60 0.03 -0.42
C 0.2107 -0.2423 -1.4224 -1.94 -1.68 2.35
H 4.2323 0.4485 -3.1988 -0.03 -0.27 -0.15
H -2.3585 0.9529 -4.4684 0.19 0.03 -0.12
H 2.2296 -1.0918 5.8534 0.37 0.11 -0.49
H -3.7163 0.0767 0.0244 0.66 -0.09 0.15
C -0.8240 -1.9589 2.8297 1.07 0.11 0.16
C -2.5125 -0.2187 3.6752 -0.69 0.37 0.00
C 2.3116 -1.5390 4.8483 0.06 -0.36 0.52
H 1.3588 -4.3385 3.4200 0.29 0.28 -0.35
H -0.7643 2.3347 -1.7119 0.85 -0.09 1.72
H 0.5635 4.0098 -3.9813 -0.22 -0.05 -0.07
```
Forces are in eV/Å.

Results
Energy relative to the best compared isomer or geometry (same formula, charge and spin)   1.647 eV
Total charge   +1
Spin multiplicity   5
Frontier orbital gap (spin up / spin down)   4.3826 / 4.4822 eV
HOMO energy (spin up / spin down)   -9.22 / -9.22 eV
<S²>   6.008